No. 1
Below is one molecule with the formula C5H11NO2 in a non-equilibrium geometry, with properties calculated with wB97M-V/def2-TZVPD.

Structure (XYZ):
```
19
Properties=species:S:1:pos:R:3:forces:R:3:nbo_charge:R:1
O 1.099 0.142 -2.196 -0.5 0.0 1.4 -0.686
C 1.526 -0.414 -0.957 3.6 -0.8 -4.7 0.488
O 1.550 -1.617 -0.870 -0.8 -0.6 0.6 -0.476
C 0.412 0.240 0.242 -5.2 2.1 3.9 -0.049
C -0.989 -0.337 -0.095 0.2 -2.4 0.7 -0.416
C -2.070 0.182 0.903 0.6 0.6 -1.2 -0.397
C -1.603 0.090 2.367 -0.1 0.4 -1.2 -0.619
N 0.316 1.548 0.224 1.4 0.0 -1.8 -0.533
H 2.457 0.129 -0.722 -0.3 0.4 1.1 0.162
H 0.725 -0.245 1.169 1.5 -0.2 -0.5 0.232
H -0.912 -1.427 0.066 0.1 0.1 -0.3 0.206
H -1.218 -0.224 -1.149 -0.3 0.4 0.0 0.231
H -3.067 -0.228 0.731 0.3 -0.5 -0.1 0.211
H -2.132 1.197 0.501 -0.4 0.5 1.0 0.212
H -1.258 -0.914 2.613 -0.1 -0.1 0.1 0.203
H -0.751 0.763 2.373 0.1 0.1 0.8 0.201
H -2.366 0.423 3.067 0.1 0.0 0.0 0.220
H 0.818 1.031 -1.923 -0.1 0.2 -0.6 0.474
H 1.140 2.073 0.525 -0.1 -0.3 0.8 0.337
```
Positions in Å, forces in eV/Å.

The HOMO-LUMO gap comes out at 8.0 eV. For the largest force on an atom, the calculation gives 6.85 eV Å⁻¹.

No. 2
Below is one molecule with the formula C22H23N5O6 in a non-equilibrium geometry, with properties calculated with wB97M-V/def2-TZVPD.

Structure (XYZ):
```
56
Properties=species:S:1:pos:R:3:forces:R:3:nbo_charge:R:1
C -1.488 -1.692 -1.063 0.0 0.0 -0.1 -0.653
C -2.649 -1.022 -0.432 -0.2 0.2 0.4 0.180
N -3.878 -1.163 -0.884 0.2 -0.4 -0.7 -0.273
N -4.684 -0.442 -0.094 0.7 0.3 0.4 -0.192
C -6.062 -0.435 -0.357 -0.7 -0.1 -0.2 0.218
C -6.646 -1.602 -0.839 0.1 0.0 0.1 -0.230
C -7.999 -1.631 -1.116 0.0 0.0 0.0 -0.196
C -8.777 -0.502 -0.914 -0.1 0.0 0.0 -0.215
C -8.190 0.665 -0.455 -0.1 0.0 0.0 -0.200
C -6.834 0.708 -0.183 0.2 -0.1 0.0 -0.256
C -3.992 0.171 0.902 0.5 0.0 0.1 0.162
C -4.594 0.963 2.006 0.0 0.0 -0.1 -0.650
C -2.667 -0.182 0.707 -0.7 0.1 -0.3 0.002
N -1.582 0.187 1.522 -0.5 -0.1 0.3 -0.588
C -0.394 0.598 1.060 0.5 0.3 0.5 0.677
O -0.125 0.796 -0.110 -0.2 0.0 -0.1 -0.639
C 0.672 0.818 2.147 -0.1 -0.2 -0.1 -0.177
O 1.938 0.777 1.515 0.0 0.1 0.2 -0.521
C 2.272 -0.438 0.998 0.1 -0.2 0.0 0.802
O 1.662 -1.439 1.260 0.0 0.1 0.1 -0.573
C 3.481 -0.331 0.153 0.1 0.2 -0.2 -0.265
C 4.511 -1.225 0.365 0.3 0.0 -0.1 -0.092
C 5.714 -1.070 -0.314 -1.0 0.9 -0.2 -0.063
N 6.786 -1.978 -0.081 0.5 -0.4 0.1 0.531
O 7.831 -1.790 -0.679 0.2 0.0 -0.1 -0.395
O 6.602 -2.890 0.703 0.0 -0.2 0.1 -0.392
C 5.884 -0.003 -1.201 0.1 -0.3 0.2 -0.115
C 4.853 0.867 -1.442 -0.2 0.1 0.1 -0.322
C 3.602 0.710 -0.808 0.3 -0.4 0.1 0.350
N 2.527 1.450 -1.136 -0.5 0.0 0.0 -0.622
C 2.559 2.757 -1.743 0.3 0.5 0.3 -0.244
C 3.043 3.804 -0.721 0.1 -0.2 -0.5 -0.070
O 2.242 3.819 0.432 -0.3 -0.1 0.4 -0.722
H -0.861 -0.954 -1.562 0.0 -0.1 0.0 0.245
H -0.877 -2.187 -0.308 0.1 -0.1 0.0 0.229
H -1.839 -2.418 -1.789 0.0 -0.1 0.0 0.231
H -6.021 -2.466 -0.996 0.0 -0.1 0.0 0.240
H -8.450 -2.539 -1.487 0.0 -0.1 0.0 0.218
H -9.836 -0.528 -1.124 -0.1 0.0 0.0 0.216
H -8.788 1.553 -0.317 0.0 0.1 0.0 0.217
H -6.379 1.632 0.135 0.1 0.1 0.0 0.218
H -4.614 2.026 1.765 -0.1 0.1 0.0 0.229
H -4.001 0.840 2.911 0.0 0.0 0.1 0.218
H -5.611 0.632 2.208 0.0 0.0 0.1 0.240
H -1.722 0.119 2.520 0.2 -0.1 -0.1 0.403
H 0.607 0.046 2.920 0.0 0.2 -0.1 0.215
H 0.579 1.813 2.586 0.0 -0.1 -0.1 0.224
H 4.398 -2.027 1.079 0.0 0.0 0.0 0.257
H 6.836 0.111 -1.696 0.0 0.0 0.0 0.248
H 4.998 1.674 -2.141 0.0 0.1 -0.1 0.221
H 1.634 1.206 -0.709 0.2 0.0 -0.1 0.440
H 1.541 2.995 -2.053 0.1 0.0 0.0 0.220
H 3.207 2.772 -2.622 -0.1 0.0 -0.1 0.196
H 2.979 4.805 -1.152 0.1 -0.1 0.0 0.184
H 4.090 3.595 -0.458 -0.1 0.1 -0.1 0.159
H 2.244 2.930 0.812 0.1 0.0 -0.1 0.474
```
Positions in Å, forces in eV/Å.

The HOMO-LUMO gap comes out at 8.3 eV. For the largest force on an atom, the calculation gives 1.35 eV Å⁻¹. The SMILES is Cc1nn(-c2ccccc2)c(C)c1NC(=O)COC(=O)c1cc([N+](=O)[O-])ccc1NCCO.

No. 3
Below is C4H6MgMnO4 as an isolated structure in a non-equilibrium geometry, with properties calculated with wB97M-V/def2-TZVPD.

Structure (XYZ):
```
16
Properties=species:S:1:pos:R:3:forces:R:3:nbo_charge:R:1
O 4.296 -0.923 -0.402 -1.5 0.1 0.3 -1.631
Mg 2.538 -0.828 0.005 1.7 -0.1 -0.4 1.566
O 0.721 2.401 0.565 -0.1 0.4 -0.1 -0.786
C 1.242 1.439 1.207 0.7 -0.8 0.5 0.292
C 0.751 0.126 1.140 0.6 0.3 0.7 -0.397
O -0.514 0.084 0.537 -0.3 -0.5 0.5 -0.628
C -0.827 -0.936 -0.421 0.1 -0.6 -0.4 -0.102
C -2.113 -0.484 -1.112 -0.3 -0.7 0.1 -0.084
O -2.024 0.839 -1.529 0.2 0.3 0.1 -0.926
Mn -0.928 1.860 -0.386 -0.5 0.9 -0.8 1.560
H 2.164 1.632 1.804 -0.6 -0.1 -0.4 0.197
H 0.869 -0.511 2.028 0.0 0.2 -0.3 0.231
H -0.930 -1.907 0.083 0.0 0.2 -0.1 0.201
H -0.009 -0.985 -1.161 -0.1 0.0 0.2 0.163
H -2.952 -0.633 -0.403 0.2 0.1 -0.2 0.161
H -2.286 -1.176 -1.957 0.0 0.3 0.2 0.182
```
Positions in Å, forces in eV/Å.

As for the expectation value of S²: 8.76. Its spin multiplicity is 6. The HOMO-LUMO gap (spin up / spin down) comes out at 5.9 / 5.0 eV. For the largest force on an atom, the calculation gives 1.72 eV Å⁻¹.

no.,calculated total energy (eV)
1,-10944.3533
2,-42920.9627
3,-49196.3693